(1)
# C28H41N2O2SbY

A molecular structure, C28H41N2O2SbY (ωB97M-V/def2-TZVPD, OMol25).

Charge: +1
Maximum force: 2.04 eV/Å
Total energy: -1630.01445 a.u.

The geometry in XYZ format:
```
75
Properties=species:S:1:pos:R:3:forces:R:3
N 0.6692 0.1544 -2.7746 0.1604 0.0479 -1.1880
H -0.9634 0.7192 4.0158 0.0579 0.0113 0.0013
C -1.5311 -1.9817 1.8326 -0.1236 0.5774 -0.2128
C 5.2434 -3.1426 1.8360 0.0918 -0.0106 0.0989
C -0.9596 -2.9596 0.8084 -0.0676 0.0265 0.0335
C -3.2815 -1.0638 -1.4485 -0.0145 0.0488 0.0638
H -0.4206 -2.9235 3.4096 -0.0294 -0.0142 -0.0058
N 1.9593 -1.8150 -1.4769 0.4580 -0.5906 -0.2910
O 1.6087 2.0106 -0.8641 0.4239 1.5495 -0.7103
H 0.0622 -2.6864 0.5291 0.0298 -0.0674 -0.0099
C -3.1621 1.4324 -1.3014 -0.0448 -0.0413 0.0382
C 1.7663 3.2908 -4.2989 -0.0764 -0.1518 0.0246
H 2.4774 -1.8257 -3.5088 -0.0052 -0.0039 0.0025
C 2.4089 4.0447 -1.7151 -0.1032 -0.1711 0.1238
C -0.6040 -1.9091 3.0400 -0.0226 -0.0169 -0.0379
O 2.1330 -0.5222 1.0454 1.3391 -0.9434 1.2132
C 4.5352 -3.2686 0.6704 -0.1014 0.0143 -0.1371
H 5.4769 -1.9868 3.6351 -0.0091 0.0059 0.0014
H -2.9043 -3.2936 2.8407 -0.0102 -0.0194 -0.0218
H -3.5754 2.4071 1.9254 0.0114 0.0098 0.0576
H -4.7266 -0.7855 0.8671 -0.0483 0.0606 -0.0227
C 4.9151 -2.1077 2.7178 0.0172 -0.0905 -0.0778
H 3.2877 -3.3754 -1.5497 0.0126 0.0010 0.0063
H -1.5703 -3.0167 -0.0956 0.0516 -0.0162 -0.0028
C -3.3183 0.1367 -0.5105 0.4590 -0.0515 0.4714
H 6.0513 -3.8228 2.0657 -0.0130 0.0014 -0.0059
C -2.9193 2.0303 2.7109 0.0615 0.0177 0.0189
Sb -1.4921 -0.0019 0.7767 -1.6262 -0.0310 0.7821
C 1.8189 2.7827 -1.9095 0.1228 0.6081 -0.3068
C 1.4897 2.3982 -3.2414 0.1567 0.2196 0.2582
C 3.1304 -1.3560 1.2538 0.4328 -0.4288 0.5423
C 2.8805 -2.5539 -0.9527 -0.2238 0.0629 -0.1049
H -2.8639 2.7974 3.4903 0.0007 0.0223 -0.0134
H 1.3728 -3.1273 -3.0434 -0.0072 0.0093 -0.0027
H -1.6349 3.1384 0.4963 0.0545 0.0176 0.0048
H -0.4844 -1.5898 -2.8727 -0.0485 0.0236 -0.0357
H 0.0172 2.7443 0.9997 0.0361 0.0678 -0.0358
C 2.3365 4.5162 -4.0791 0.0550 0.1238 -0.0208
C 3.8859 -1.2410 2.4338 -0.2223 0.1112 -0.0787
C -1.5201 1.7503 2.1827 -0.1178 -0.5054 -0.2984
H 3.6242 -0.4377 3.1108 0.0135 -0.0228 0.0172
H -4.6633 0.9774 0.9833 -0.0559 -0.0692 -0.0526
C 3.4805 -2.3915 0.3411 0.0093 0.2119 0.2611
Y 1.0917 0.1065 -0.5397 -0.8358 -0.1623 -0.1999
C -2.9418 -2.3736 2.2480 0.0630 -0.0263 -0.0101
H -3.9221 1.4727 -2.0883 -0.0200 0.0068 0.0083
H -3.3882 -2.0058 -0.9078 0.0074 0.0024 -0.0517
C 2.6628 4.8885 -2.7700 -0.0585 -0.0368 -0.1209
H -3.3738 1.1419 3.1522 -0.0373 0.0323 0.0338
H 4.7869 -4.0527 -0.0348 0.0121 0.0004 0.0072
C -4.6085 0.1353 0.2955 -0.0337 -0.0008 -0.0113
H -3.5801 -2.5621 1.3830 -0.0067 -0.0068 0.0501
H 2.6603 4.3216 -0.6995 0.0111 0.0121 -0.0133
H -3.4078 -1.6023 2.8630 -0.0320 -0.0382 0.0257
H -2.3564 -1.0884 -2.0267 0.0026 -0.0457 -0.0433
C -0.5527 1.4504 3.3217 -0.0344 0.0219 -0.0540
H -2.1821 1.5015 -1.7824 -0.0237 0.0385 -0.0373
H -4.1126 -0.9936 -2.1574 -0.0055 -0.0012 -0.0065
H 3.1227 5.8512 -2.5872 0.0011 -0.0069 0.0174
C -0.9983 2.9217 1.3561 -0.0578 -0.0175 0.0435
H -5.4583 0.2118 -0.3915 -0.0071 -0.0052 0.0024
H 0.4121 1.0917 2.9538 0.0203 -0.0175 0.0738
C 0.9899 1.0997 -3.5931 -0.1648 -0.1729 0.0196
H -0.9217 -3.9619 1.2472 0.0048 -0.0113 -0.0046
H 1.5221 2.9827 -5.3093 0.0029 -0.0047 0.0033
H -3.3016 2.3082 -0.6656 0.0233 0.0024 -0.0397
C 0.4353 -1.1870 -3.3023 0.2149 -0.1672 0.0267
H 0.3644 -1.4726 2.7862 0.0163 0.0030 0.0506
H -0.9746 3.8186 1.9837 -0.0118 0.0016 0.0119
H -1.0504 -1.3404 3.8541 0.0396 -0.0156 0.0031
H 0.9079 0.9069 -4.6676 0.0277 -0.0048 -0.0006
H 0.3496 -1.1956 -4.3920 -0.1179 0.0109 0.0058
H 2.5431 5.1814 -4.9055 -0.0100 -0.0023 0.0095
C 1.6155 -2.0738 -2.8828 -0.0572 -0.0083 -0.1390
H -0.3693 2.3718 3.8836 -0.0175 0.0157 -0.0076
```
Positions in Å, forces in eV/Å.

Here are the Mulliken charges for atoms 1 to 2, given in e:
1. N 0.1326
2. H 0.3101

=====

(2)
# C5H11NO

C5H11NO in the gas phase (ωB97M-V/def2-TZVPD, OMol25).

Charge: 0
Maximum force: 0.31 eV/Å
SMILES: CCN(C)C(C)=O
Relative energy (zero: lowest compared OMol25 entry of this formula, charge and spin): 8.0 kcal per mole

The geometry in XYZ format:
```
18
Properties=species:S:1:pos:R:3:forces:R:3
H 1.8721 -1.4544 0.4962 -0.1591 0.0461 0.0227
H -1.5341 1.4515 2.4135 0.1174 -0.1062 -0.0322
C 0.7639 0.2545 -1.2923 0.1017 0.0351 -0.0997
C -0.3719 0.9476 0.7212 0.0336 0.0021 -0.0613
O -0.7245 1.9652 0.1397 0.0993 -0.2494 0.1483
C -0.8481 0.6519 2.1328 -0.0393 0.0284 0.0412
H -1.2273 0.6447 -2.0116 0.0994 -0.1140 -0.0587
H -0.0173 0.6272 2.8459 -0.0901 -0.0050 -0.1201
N 0.4626 0.0431 0.1206 -0.1843 0.1572 0.0483
H -0.1370 -0.0196 -3.2508 -0.0379 0.0040 0.1596
H -0.8049 -1.0804 -1.9934 0.0906 0.1168 -0.0556
H 1.6269 -0.3735 -1.5408 -0.1196 0.0858 0.0609
H 1.0569 1.2988 -1.4256 -0.0397 -0.1234 -0.0035
C 0.8105 -1.2483 0.6751 0.0107 -0.1111 0.0952
H 0.6445 -1.2684 1.7525 0.0251 0.0048 -0.1718
C -0.4230 -0.0725 -2.1949 -0.0659 -0.0104 -0.0029
H -1.3747 -0.3068 2.1918 0.0882 0.1359 -0.0317
H 0.2254 -2.0604 0.2203 0.0698 0.1033 0.0611
```
Positions in Å, forces in eV/Å.

Here are the Mulliken charges for atoms 1 to 2, given in e:
1. H 0.3061
2. H 0.3095

=====

(3)
# C5H6F2O5Pt

A molecular structure, C5H6F2O5Pt (ωB97M-V/def2-TZVPD, OMol25).

Charge: +2
Spin multiplicity: 5
Maximum force: 0.12 eV/Å
Relative energy (zero: lowest compared OMol25 entry of this formula, charge and spin): 0.0 kcal per mole

The geometry in XYZ format:
```
19
Properties=species:S:1:pos:R:3:forces:R:3
H 0.2890 -3.0502 2.5604 0.0014 -0.0002 0.0042
F -0.1937 -1.2943 -3.4365 0.0016 -0.0046 -0.0341
H 1.6932 0.1564 2.0756 -0.0038 0.0048 -0.0015
F -1.0746 0.6926 -3.4686 -0.0036 0.0124 0.0051
O -0.4802 -1.6804 0.7976 0.0054 0.0157 -0.0028
C 1.5597 -0.4376 1.1689 -0.0192 0.0154 0.0076
H -2.1803 -0.9820 -3.1522 -0.0033 -0.0008 -0.0013
O 0.9239 -2.3250 2.3937 -0.0145 0.0005 0.0043
C -2.4811 1.9752 0.8269 -0.0778 -0.0060 -0.0347
C 1.3997 1.7332 0.1180 0.0252 -0.0365 -0.0524
O -2.1597 0.8725 0.5329 0.0858 0.0037 0.0443
Pt -0.8198 -0.3446 -0.8046 -0.0685 -0.0152 -0.1019
O -2.8099 3.0203 1.1256 0.0262 0.0014 0.0050
H 2.3014 1.9656 0.6655 -0.0028 0.0089 -0.0027
O 1.0338 0.3800 0.1061 0.0023 0.0200 0.1088
C 0.5758 -1.5410 1.4424 0.0317 -0.0285 -0.0280
H 2.5190 -0.8644 0.8662 0.0045 0.0057 0.0098
C -1.1817 -0.5386 -3.0500 0.0072 -0.0073 0.0638
H 1.0853 2.2624 -0.7679 0.0023 0.0105 0.0066
```
Positions in Å, forces in eV/Å.

Here are the Mulliken charges for atoms 1 to 2, given in e:
1. H 0.4191
2. F -0.1102

=====

- Look up the charge of the first one.
  +1